(1)
Computed, not measured: a cluster of 3 separate species, C33H35F9N4O8S in total, with the ωB97M-V functional and the def2-TZVPD basis.

Relative energy (zero: lowest compared OMol25 entry of this formula, charge and spin)   0.000 eV
LUMO energy   -0.031 Eh
E   -92410.9135 eV
Kohn-Sham gap   7.911 eV
Structure (SMILES)   CC[C@H](F)[C@@]1(CCc2ccccc2)C(=O)N[C@](CCCO)(C(F)(F)C(F)(F)F)[C@@]1(N)S(=O)(=O)C(F)(F)F.O=[N+]([O-])c1ccccc1.O=[N+]([O-])c1ccccc1

```
! RIJCOSX wB97M-V def2-TZVPD def2/J DEFGRID3
* xyz 0 1
C 0.977 2.410 1.593
C 0.832 2.011 0.076
C 1.667 0.784 -0.438
F 1.508 0.894 -1.861
C 1.356 -0.645 0.120
C -0.148 -0.627 0.605
C -1.224 -0.446 -0.561
C -2.585 -0.164 0.163
C -3.314 -1.353 0.614
C -4.562 -1.251 1.335
C -5.071 0.086 1.605
C -4.359 1.268 1.140
C -3.092 1.176 0.415
C 1.333 -1.712 -1.054
O 0.938 -1.755 -2.182
N 1.906 -3.010 -0.627
C 2.203 -3.038 0.856
C 3.442 -4.025 0.830
C 4.216 -4.362 2.157
C 3.774 -3.652 3.464
O 4.065 -4.555 4.570
C 0.997 -3.814 1.476
F 0.343 -3.210 2.542
F 1.377 -5.014 2.125
C -0.044 -4.471 0.445
F -0.835 -3.632 -0.241
F -0.908 -5.185 1.272
F 0.533 -5.453 -0.308
C 2.421 -1.453 1.022
N 2.196 -1.108 2.476
S 4.164 -0.833 0.816
O 4.359 -0.713 -0.639
O 5.234 -1.698 1.286
C 4.572 0.815 1.584
F 5.706 0.703 2.352
F 4.919 1.746 0.642
F 3.653 1.390 2.394
H 0.843 1.596 2.342
H 0.182 3.171 1.818
H 1.943 2.971 1.706
H 1.249 2.885 -0.504
H -0.250 2.001 -0.186
H 2.729 1.142 -0.326
H -0.356 0.058 1.471
H -0.412 -1.634 1.012
H -1.361 -1.391 -1.137
H -0.942 0.350 -1.289
H -2.890 -2.359 0.407
H -5.046 -2.191 1.670
H -6.022 0.146 2.181
H -4.831 2.241 1.409
H -2.544 2.081 0.080
H 2.727 -3.032 -1.236
H 3.100 -4.997 0.382
H 4.215 -3.651 0.102
H 4.182 -5.472 2.335
H 5.308 -4.134 2.012
H 2.689 -3.401 3.547
H 4.344 -2.706 3.700
H 4.144 -4.030 5.385
H 3.078 -1.044 2.981
H 1.630 -0.267 2.569
C -5.247 -3.214 -4.711
C -5.144 -3.284 -3.327
C -5.203 -2.124 -2.566
C -5.370 -0.903 -3.203
C -5.466 -0.822 -4.585
C -5.404 -1.985 -5.340
N -5.457 0.320 -2.399
O -5.348 0.210 -1.192
O -5.635 1.376 -2.985
H -5.206 -4.122 -5.302
H -5.020 -4.244 -2.840
H -5.121 -2.188 -1.489
H -5.592 0.131 -5.083
H -5.481 -1.934 -6.419
C 1.756 8.141 -2.284
C 0.857 7.137 -2.623
C 0.329 6.316 -1.638
C 0.706 6.512 -0.316
C 1.609 7.507 0.031
C 2.134 8.323 -0.960
N 0.131 5.662 0.731
O -0.644 4.785 0.388
O 0.457 5.880 1.883
H 2.162 8.785 -3.056
H 0.565 6.997 -3.657
H -0.371 5.536 -1.911
H 1.907 7.659 1.061
H 2.838 9.105 -0.700
*
```

(2)
Computed, not measured: a structure of composition C33H35IrN3O2Si, with the ωB97M-V functional and the def2-TZVPD basis.

Relative energy (zero: lowest compared OMol25 entry of this formula, charge and spin)   0.000 eV
LUMO energy   -0.118 Eh
E   -54065.6121 eV
Kohn-Sham gap   6.866 eV

```
! RIJCOSX wB97M-V def2-TZVPD def2/J DEFGRID3
* xyz 1 1
Ir -0.723 -2.559 1.781
C -0.947 -5.329 3.122
C -0.021 -4.415 2.369
C 0.858 -3.526 3.072
C 1.945 -2.913 2.420
C 2.917 -2.118 3.231
C 2.154 -3.102 1.045
C 1.260 -3.850 0.310
C 1.461 -4.059 -1.160
C 0.138 -4.462 0.959
H -0.421 -6.233 3.441
H -1.785 -5.630 2.495
H -1.335 -4.832 4.009
H 0.809 -3.474 4.153
H 3.620 -2.809 3.705
H 2.416 -1.561 4.021
H 3.490 -1.425 2.618
H 3.003 -2.637 0.560
H 2.385 -4.614 -1.331
H 1.556 -3.102 -1.676
H 0.640 -4.616 -1.607
H -0.509 -5.120 0.393
C 0.297 3.989 -9.381
O 0.163 4.836 -8.248
C -0.068 4.267 -7.048
C -0.181 5.150 -5.972
C -0.403 4.660 -4.706
C -0.526 3.287 -4.493
C -0.407 2.407 -5.564
C -0.181 2.890 -6.841
N -0.726 2.885 -3.152
N -1.096 1.708 -3.002
C -1.143 1.303 -1.634
C -0.721 2.067 -0.578
C -0.666 1.549 0.732
C -1.010 0.247 0.955
O -0.950 -0.408 2.168
C -1.482 -0.550 -0.107
N -1.808 -1.843 0.200
C -2.342 -2.594 -0.744
C -2.557 -2.124 -2.050
C -2.175 -0.857 -2.387
C -1.606 -0.022 -1.399
H 0.564 4.639 -10.208
H -0.645 3.482 -9.603
H 1.088 3.251 -9.232
H -0.090 6.211 -6.162
H -0.485 5.329 -3.859
H -0.487 1.344 -5.388
H -0.102 2.196 -7.664
H -0.409 3.085 -0.765
H -0.329 2.179 1.544
H -2.608 -3.602 -0.458
H -3.011 -2.785 -2.775
H -2.309 -0.470 -3.388
C -2.377 1.607 3.669
Si -1.001 0.368 3.731
C -1.384 -1.008 4.916
C 0.671 1.150 3.934
C 1.683 0.995 2.984
C 2.863 1.720 3.069
C 3.050 2.618 4.111
C 2.068 2.769 5.081
C 0.891 2.042 4.990
H -2.622 1.926 4.686
H -3.273 1.152 3.240
H -2.134 2.499 3.093
H -2.349 -0.837 5.398
H -0.625 -1.097 5.696
H -1.445 -1.963 4.390
H 1.548 0.300 2.161
H 3.632 1.596 2.317
H 3.956 3.208 4.162
H 2.216 3.459 5.901
H 0.134 2.178 5.757
*
```

(3)
Computed, not measured: a structure of composition C33H35MnN4OS2Se, with the ωB97M-V functional and the def2-TZVPD basis.

LUMO energy (spin up / spin down)   -0.032 / 0.019 Eh
E   -161136.3941 eV
Expectation value of S²   6.231
Kohn-Sham gap (spin up / spin down)   6.191 / 7.640 eV

```
! RIJCOSX wB97M-V def2-TZVPD def2/J DEFGRID3
* xyz 0 5
Mn -0.262 -0.409 0.185
C 2.669 -0.580 -0.915
N 1.945 0.214 0.104
C 1.937 1.630 -0.329
C 0.874 2.415 0.408
N -0.459 1.956 -0.018
C -1.496 2.450 0.904
C -0.733 2.345 -1.395
C -0.913 3.690 -1.705
C -1.164 4.100 -3.001
C -1.231 3.146 -4.009
C -1.046 1.810 -3.714
C -0.787 1.379 -2.406
S -0.563 -0.348 -2.132
C 2.582 0.092 1.413
C 3.963 0.223 1.523
C 4.592 0.129 2.752
C 3.826 -0.090 3.890
C 2.455 -0.214 3.786
C 1.804 -0.126 2.549
S 0.053 -0.302 2.503
H 3.606 -0.091 -1.196
H 2.038 -0.671 -1.796
H 2.874 -1.570 -0.521
H 1.720 1.636 -1.400
H 2.928 2.073 -0.186
H 0.999 3.489 0.229
H 0.951 2.242 1.484
H -1.481 3.543 0.980
H -1.316 2.023 1.889
H -2.475 2.133 0.551
H -0.860 4.426 -0.912
H -1.308 5.148 -3.223
H -1.430 3.445 -5.030
H -1.100 1.068 -4.499
H 4.556 0.397 0.635
H 5.667 0.227 2.821
H 4.299 -0.163 4.860
H 1.856 -0.382 4.672
Se -2.407 -1.454 0.773
C -3.852 -0.306 0.222
C -3.910 0.409 -0.969
C -5.011 1.202 -1.263
C -6.082 1.280 -0.384
C -6.039 0.555 0.797
C -4.933 -0.224 1.101
H -3.101 0.336 -1.677
H -5.028 1.757 -2.193
H -6.938 1.899 -0.618
H -6.867 0.603 1.494
H -4.903 -0.765 2.038
C -0.843 -6.635 1.267
N 0.181 -5.603 1.205
N 0.008 -4.585 0.277
C 0.550 -3.417 0.767
O 0.635 -2.396 0.063
C 0.975 -3.709 2.100
C 0.701 -5.021 2.329
C 0.839 -5.810 3.582
C -0.178 -4.873 -1.102
C 0.463 -5.960 -1.681
C 0.281 -6.212 -3.032
C -0.511 -5.368 -3.797
C -1.132 -4.277 -3.207
C -0.983 -4.027 -1.852
H -1.214 -6.816 0.262
H -1.677 -6.335 1.906
H -0.398 -7.554 1.641
H 1.427 -3.005 2.775
H 1.373 -5.224 4.326
H 1.387 -6.736 3.408
H -0.139 -6.068 3.992
H 1.104 -6.592 -1.079
H 0.772 -7.062 -3.488
H -0.640 -5.560 -4.853
H -1.745 -3.610 -3.800
H -1.475 -3.187 -1.378
*
```